Entry from the Open Molecules 2025 dataset: the ion C22H18F2N with charge +1 in a non-equilibrium geometry (ωB97M-V with the def2-TZVPD basis set).

```
43
Properties=species:S:1:pos:R:3:mulliken_charge:R:1
C -1.420 -4.497 1.553 -1.630
C -1.144 -3.282 0.769 -0.218
N -1.738 -3.004 -0.376 0.197
C -1.159 -1.880 -1.009 -0.304
C -1.385 -1.390 -2.289 -0.855
C -0.483 -0.425 -2.769 -0.558
C 0.547 0.083 -1.952 -0.875
C 0.709 -0.402 -0.641 -0.023
C -0.132 -1.407 -0.195 0.007
C -0.053 -2.268 1.058 0.956
C -0.166 -1.555 2.365 0.503
C -1.509 -0.818 2.520 -0.151
C -2.595 -1.592 2.958 -0.618
C -3.858 -1.030 3.144 -0.808
C -4.011 0.363 3.089 -0.623
C -2.921 1.113 2.665 -0.199
F -3.002 2.491 2.711 -0.298
C -1.709 0.534 2.257 -0.130
C 1.152 -0.807 2.679 -0.463
C 2.283 -1.641 2.792 -0.652
C 3.561 -1.118 2.992 -0.721
C 3.756 0.267 3.112 -0.715
C 2.628 1.062 2.996 0.113
F 2.799 2.431 3.023 -0.314
C 1.325 0.567 2.877 -0.162
H -0.658 -4.582 2.338 0.325
H -2.413 -4.412 2.022 0.415
H -1.390 -5.413 0.943 0.491
H -2.541 -3.515 -0.753 0.344
H -2.234 -1.758 -2.866 0.438
H -0.580 -0.064 -3.792 0.395
H 1.228 0.842 -2.343 0.434
H 1.503 -0.056 0.013 0.469
H 0.891 -2.846 1.032 1.025
H -0.211 -2.330 3.147 0.825
H -2.455 -2.652 3.165 0.584
H -4.716 -1.675 3.357 0.411
H -4.935 0.854 3.390 0.449
H -0.950 1.151 1.787 0.842
H 2.170 -2.727 2.711 0.459
H 4.411 -1.789 3.049 0.405
H 4.734 0.697 3.316 0.462
H 0.501 1.268 2.947 0.767
```

Values from the calculation:
Total charge: +1
Frontier orbital gap: 7.747 eV
E: -30024.83732 eV
SMILES: CC1=[NH+]c2ccccc2[C@H]1C(c1cccc(F)c1)c1cccc(F)c1
HOMO level: -12.05 eV


Entry from the Open Molecules 2025 dataset: a structure of composition C39H38N6O2SiZr in a non-equilibrium geometry (ωB97M-V with the def2-TZVPD basis set).

```
87
Properties=species:S:1:pos:R:3:mulliken_charge:R:1
Zr -20.855 -2.174 3.353 -0.810
C -24.120 -0.219 6.044 -1.535
C -23.257 -0.570 4.891 0.168
N -22.755 -1.807 4.699 1.825
N -23.234 -2.876 5.431 -1.379
C -22.777 -3.962 4.877 0.381
O -21.993 -3.877 3.789 -0.657
C -23.185 -5.260 5.503 0.286
C -22.372 -6.366 5.268 -0.134
C -22.748 -7.647 5.756 -1.130
C -23.933 -7.744 6.477 -0.250
C -24.738 -6.652 6.787 -0.784
C -24.382 -5.428 6.254 -0.249
C -22.765 0.390 3.929 0.522
C -23.168 1.774 3.791 -0.938
C -22.670 2.464 2.699 -0.614
C -21.871 1.871 1.755 -1.269
C -21.493 0.557 1.908 -0.437
N -21.793 -0.066 3.069 1.356
H -24.545 -1.113 6.528 0.332
H -24.974 0.399 5.607 0.471
H -23.579 0.355 6.762 0.279
H -21.432 -6.311 4.724 0.396
H -22.078 -8.475 5.706 0.430
H -24.323 -8.697 6.793 0.408
H -25.609 -6.746 7.443 0.409
H -25.043 -4.565 6.287 0.436
H -23.909 2.157 4.494 0.486
H -22.819 3.532 2.641 0.455
H -21.605 2.429 0.863 0.559
H -20.833 0.035 1.228 0.686
C -20.770 -1.024 7.606 -0.889
C -20.630 -2.302 8.191 -0.834
C -20.097 -3.342 7.398 -0.863
C -19.748 -3.096 6.044 0.523
N -19.915 -1.833 5.470 0.953
C -20.262 -0.843 6.314 -0.345
C -19.205 -4.106 5.145 0.546
C -18.669 -5.341 5.514 -0.445
C -17.945 -6.128 4.558 -0.858
C -17.907 -5.697 3.236 -1.022
C -18.553 -4.538 2.877 -0.635
N -19.192 -3.781 3.807 2.063
H -21.238 -0.165 8.041 0.565
H -21.008 -2.550 9.197 0.430
H -19.747 -4.336 7.807 0.349
H -20.258 0.172 5.913 0.476
H -18.680 -5.606 6.595 0.409
H -17.422 -7.021 4.939 0.468
H -17.377 -6.250 2.512 0.627
H -18.482 -4.224 1.839 0.313
C -23.430 -2.377 0.895 -1.104
Si -21.798 -2.629 0.007 0.553
C -21.681 -1.532 -1.564 -1.217
C -21.768 -4.446 -0.509 -1.257
N -20.475 -2.357 1.195 0.536
C -19.239 -2.052 0.643 0.510
C -18.835 -2.466 -0.672 -0.920
C -17.668 -1.913 -1.256 -0.866
C -16.834 -1.092 -0.539 -0.961
C -17.114 -0.840 0.812 -0.968
C -18.310 -1.258 1.388 -0.119
O -18.722 -0.951 2.721 1.301
C -17.668 -0.524 3.635 0.044
C -16.584 -1.319 3.830 0.245
C -15.510 -0.784 4.571 -0.989
C -15.687 0.323 5.349 -0.581
C -16.887 1.115 5.199 -0.769
C -17.813 0.739 4.233 -0.495
H -24.134 -2.120 0.106 0.549
H -23.491 -1.559 1.661 0.156
H -23.814 -3.303 1.404 0.237
H -22.600 -0.979 -1.742 0.487
H -21.407 -2.055 -2.459 0.357
H -20.931 -0.753 -1.431 0.328
H -20.924 -4.793 -1.128 0.386
H -22.666 -4.649 -1.097 0.375
H -21.783 -5.099 0.383 0.243
H -19.378 -3.216 -1.191 0.575
H -17.401 -2.188 -2.273 0.458
H -16.005 -0.587 -1.051 0.404
H -16.484 -0.182 1.384 0.582
H -16.530 -2.365 3.479 0.451
H -14.520 -1.281 4.681 0.373
H -14.892 0.644 6.013 0.472
H -17.054 1.978 5.849 0.486
H -18.598 1.421 3.951 0.613
```

Values from the calculation:
Total charge: +2
Frontier orbital gap: 5.791 eV
E: -63244.43406 eV
HOMO level: -12.72 eV


Entry from the Open Molecules 2025 dataset: a cluster of 9 separate species, C25H67NO13S9 in total in a non-equilibrium geometry (ωB97M-V with the def2-TZVPD basis set).

```
115
Properties=species:S:1:pos:R:3:mulliken_charge:R:1
C 3.272 -2.786 -3.251 -1.233
C 2.976 -1.589 -4.219 -0.095
C 2.402 -0.435 -3.307 -0.715
N 1.547 0.463 -4.070 -0.213
C 0.191 0.711 -3.587 0.808
C -0.910 0.117 -4.519 -1.299
C -1.948 -0.920 -3.999 -0.428
C -1.811 -1.500 -2.582 -0.489
C -0.557 -2.389 -2.319 -0.025
O -0.222 -3.247 -3.390 -0.637
C 0.060 2.287 -3.888 -0.604
O 0.822 2.971 -2.865 -0.383
S 0.869 2.012 -1.522 1.131
O 0.081 2.488 -0.368 -0.617
O 2.265 1.774 -1.120 -0.600
O 0.065 0.721 -2.183 -0.184
H 2.303 -3.065 -2.802 0.237
H 3.884 -2.393 -2.421 0.299
H 3.751 -3.623 -3.771 0.417
H 3.901 -1.266 -4.752 0.087
H 2.196 -1.834 -4.962 0.364
H 1.985 -0.882 -2.398 0.285
H 3.300 0.137 -2.991 0.284
H 1.614 0.385 -5.070 0.431
H -1.473 0.957 -4.965 0.321
H -0.388 -0.326 -5.386 0.416
H -1.974 -1.773 -4.704 0.245
H -2.965 -0.486 -4.078 0.261
H -2.692 -2.144 -2.407 0.306
H -1.874 -0.733 -1.787 0.248
H -0.818 -3.049 -1.474 0.503
H 0.274 -1.757 -1.960 -0.186
H 0.144 -2.740 -4.112 0.345
H 0.638 2.459 -4.802 0.362
H -0.961 2.695 -3.859 0.431
C 2.463 3.566 2.120 -0.746
S 2.780 2.722 3.677 0.621
O 2.850 3.760 4.745 -0.706
C 4.470 2.232 3.291 -0.620
H 1.459 3.987 2.158 0.352
H 3.186 4.369 1.975 0.369
H 2.521 2.848 1.300 0.073
H 5.074 3.115 3.078 0.408
H 4.467 1.561 2.431 0.390
H 4.878 1.711 4.155 -0.152
C -0.174 -0.276 2.904 -0.699
S 1.122 -1.504 3.150 0.601
O 0.601 -2.807 2.645 -0.666
C 1.010 -1.540 4.949 -0.941
H -0.300 -0.125 1.833 0.110
H -1.110 -0.634 3.334 0.378
H 0.124 0.665 3.369 0.263
H -0.001 -1.818 5.250 0.318
H 1.269 -0.559 5.347 0.310
H 1.718 -2.280 5.318 0.333
C 7.284 0.755 8.336 -0.915
S 6.188 1.056 6.937 0.508
O 5.492 -0.229 6.632 -0.619
C 7.501 1.260 5.720 -0.458
H 6.669 0.560 9.213 0.339
H 7.914 -0.112 8.134 0.248
H 7.899 1.638 8.513 0.355
H 8.118 0.362 5.688 0.059
H 8.109 2.125 5.983 0.242
H 7.043 1.421 4.747 0.248
C -7.329 -0.491 -3.209 -1.018
S -6.052 -1.754 -3.319 0.392
O -4.781 -1.077 -3.725 -0.599
C -6.715 -2.567 -4.785 -1.008
H -7.089 0.164 -2.373 0.333
H -7.355 0.092 -4.130 0.357
H -8.293 -0.960 -3.033 0.413
H -6.779 -1.853 -5.606 0.313
H -7.701 -2.972 -4.559 0.385
H -6.042 -3.378 -5.057 0.340
C 6.710 0.844 -4.839 -0.914
S 5.627 1.126 -6.251 0.554
O 4.925 -0.160 -6.537 -0.609
C 6.942 1.302 -7.472 -1.030
H 6.086 0.669 -3.963 0.242
H 7.337 -0.029 -5.020 0.316
H 7.328 1.727 -4.672 0.414
H 7.554 0.400 -7.489 0.307
H 7.553 2.169 -7.224 0.387
H 6.481 1.448 -8.447 0.331
C -10.560 2.311 -0.696 -1.025
S -9.710 0.749 -0.985 0.580
O -10.011 0.343 -2.390 -0.626
C -10.761 -0.242 0.091 -0.972
H -10.087 3.075 -1.310 0.336
H -11.610 2.219 -0.976 0.310
H -10.471 2.585 0.356 0.368
H -11.798 -0.172 -0.237 0.325
H -10.667 0.109 1.118 0.387
H -10.431 -1.277 0.032 0.324
C -14.842 -1.580 2.772 -0.928
S -13.570 -2.852 2.663 0.473
O -12.303 -2.176 2.258 -0.565
C -14.236 -3.660 1.195 -0.925
H -14.598 -0.927 3.609 0.314
H -14.865 -0.997 1.851 0.284
H -15.811 -2.048 2.948 0.374
H -14.297 -2.945 0.374 0.288
H -15.223 -4.063 1.421 0.372
H -13.565 -4.472 0.922 0.314
C 12.975 2.161 6.862 -0.948
S 11.682 1.707 5.692 0.472
O 10.475 2.516 6.028 -0.568
C 11.414 0.046 6.340 -0.892
H 13.266 3.191 6.662 0.320
H 12.597 2.082 7.882 0.304
H 13.836 1.507 6.725 0.367
H 11.135 0.100 7.393 0.271
H 12.324 -0.542 6.220 0.402
H 10.607 -0.414 5.772 0.279
```

Values from the calculation:
Total charge: 0
Frontier orbital gap: 8.779 eV
E: -152627.33550 eV
HOMO level: -8.25 eV